Record 1
Here is C54H42BF4GaP3Si as an isolated structure at a distorted geometry from OMol25. Energies are from ωB97M-V/def2-TZVPD.

Geometry as XYZ:
```
106
Properties=species:S:1:pos:R:3:forces:R:3
Ga 0.1298 -0.0359 -0.5605 0.1 -0.2 1.9
C -3.7627 5.8182 -1.5069 0.0 0.0 0.0
C -4.6123 4.7263 -1.5813 0.0 0.0 -0.1
C -4.3611 3.6006 -0.8103 0.0 0.0 0.1
C -3.2574 3.5537 0.0364 0.1 -0.3 0.0
C -2.4231 4.6667 0.1276 0.0 0.0 0.0
C -2.6801 5.7924 -0.6381 0.1 0.0 0.0
P -2.8592 1.8883 0.7600 0.1 0.7 -0.1
C -1.8089 1.4670 -0.7167 -1.3 -0.1 -0.2
C -2.5268 0.8042 -1.7160 -0.7 0.8 0.5
C -2.0747 0.7960 -3.0269 -1.6 2.9 -0.6
C -0.8798 1.4197 -3.3517 -1.9 3.7 -0.8
C -0.1271 2.0347 -2.3606 -1.5 2.2 -0.7
C -0.5925 2.0779 -1.0523 0.4 0.0 0.2
C -1.8033 2.3780 2.1861 -0.3 -0.1 0.0
C -2.4203 3.3520 2.9827 0.0 0.0 -0.1
C -1.8663 3.7773 4.1755 0.1 0.0 -0.1
C -0.6578 3.2367 4.5892 0.0 0.0 0.1
C -0.0612 2.2430 3.8334 0.0 0.1 0.0
C -0.6371 1.7586 2.6510 0.4 -0.2 -0.1
Si 0.1421 0.2205 1.8723 0.3 -0.6 -0.5
C 1.9841 0.0289 2.3722 -0.3 0.0 0.1
C 2.3423 -0.0895 3.7222 0.1 0.0 0.0
C 3.6638 -0.1138 4.1311 0.0 0.0 0.1
C 4.6873 -0.0519 3.1962 0.0 0.0 -0.1
C 4.3661 -0.0027 1.8537 0.0 0.0 0.0
C 3.0330 0.0255 1.4399 -0.2 -0.1 -0.1
P 2.7183 0.0320 -0.3573 0.0 0.3 0.5
C 3.3496 1.6888 -0.7638 -0.2 -0.1 -0.2
C 2.5624 2.7227 -0.2524 0.1 0.0 0.0
C 2.8740 4.0438 -0.5146 0.0 0.0 0.0
C 3.9811 4.3403 -1.3004 0.0 0.1 -0.1
C 4.7712 3.3191 -1.8016 0.1 0.0 0.0
C 4.4651 1.9909 -1.5335 -0.1 -0.1 0.0
C 3.7976 -1.2629 -1.0062 -0.2 0.0 -0.2
C 4.0478 -2.4027 -0.2425 0.0 0.1 0.0
C 4.7816 -3.4463 -0.7815 0.0 0.0 0.0
C 5.2655 -3.3622 -2.0794 -0.1 -0.1 0.0
C 4.9679 -2.2552 -2.8603 0.0 0.1 0.0
C 4.2171 -1.2157 -2.3350 0.0 0.0 0.1
C -0.6773 -1.4053 2.4347 0.0 0.4 0.0
C -0.6610 -1.6929 3.8038 -0.1 -0.1 0.0
C -1.0351 -2.9315 4.2919 0.0 0.1 0.1
C -1.4675 -3.9180 3.4150 0.0 0.0 0.0
C -1.5677 -3.6323 2.0670 0.0 0.0 0.0
C -1.1674 -2.3921 1.5653 0.1 0.1 0.0
P -1.4487 -2.0836 -0.2155 0.6 -0.3 0.6
C -3.2625 -2.2260 -0.2417 0.0 0.3 -0.3
C -3.9760 -3.1891 -0.9457 0.1 0.0 0.0
C -5.3632 -3.1834 -0.8998 -0.1 -0.1 0.0
C -6.0392 -2.2292 -0.1557 0.0 0.0 0.0
C -5.3266 -1.2691 0.5516 0.0 0.0 0.1
C -3.9451 -1.2670 0.5061 0.0 -0.3 0.1
C -0.7263 -3.5078 -1.0664 0.0 0.2 -0.1
C 0.3769 -4.1612 -0.5205 -0.1 0.0 0.0
C 1.0772 -5.0862 -1.2770 0.0 0.0 0.0
C 0.6864 -5.3626 -2.5785 0.0 0.0 0.0
C -0.3963 -4.6967 -3.1338 -0.1 0.0 -0.1
C -1.0892 -3.7567 -2.3905 0.0 0.0 0.1
H -3.9409 6.6898 -2.1226 0.0 0.0 0.0
H -5.4611 4.7416 -2.2523 0.0 0.0 0.0
H -5.0168 2.7394 -0.8718 0.0 0.0 -0.1
H -1.5723 4.6590 0.7968 0.0 0.0 0.0
H -2.0212 6.6489 -0.5726 0.0 0.0 0.0
H -3.4710 0.3353 -1.4608 0.0 0.0 -0.1
H -2.6654 0.3245 -3.8010 0.0 -0.1 0.0
H -0.5312 1.4347 -4.3754 0.0 -0.1 0.0
H 0.8097 2.5168 -2.6104 -0.3 0.3 0.1
H -0.0613 2.6595 -0.3089 -0.2 0.0 -0.1
H -3.3586 3.7803 2.6529 0.0 0.1 0.0
H -2.3619 4.5425 4.7578 0.0 0.0 0.0
H -0.1929 3.5712 5.5073 0.0 0.0 0.0
H 0.8843 1.8506 4.1728 0.1 -0.1 0.0
H 1.5797 -0.1734 4.4830 0.0 0.1 0.0
H 3.8937 -0.1732 5.1871 0.0 0.0 0.0
H 5.7230 -0.0639 3.5078 0.0 0.0 0.0
H 5.1529 0.0110 1.1090 0.0 0.0 0.0
H 1.7052 2.4789 0.3674 0.2 0.1 0.1
H 2.2556 4.8409 -0.1216 0.0 0.0 0.0
H 4.2198 5.3686 -1.5369 0.0 0.0 0.0
H 5.6317 3.5507 -2.4152 0.0 0.0 0.0
H 5.0896 1.1994 -1.9241 0.0 0.0 0.0
H 3.6783 -2.4785 0.7723 0.0 0.0 0.0
H 4.9712 -4.3282 -0.1835 0.0 0.0 0.0
H 5.8560 -4.1710 -2.4887 0.0 0.0 0.0
H 5.3194 -2.1993 -3.8819 0.0 0.0 0.0
H 3.9379 -0.3763 -2.9596 0.1 0.0 0.0
H -0.3560 -0.9249 4.5041 0.0 0.0 0.0
H -0.9896 -3.1247 5.3556 0.0 0.0 0.0
H -1.7414 -4.8967 3.7853 -0.1 0.0 0.0
H -1.9578 -4.3773 1.3833 0.0 0.0 0.0
H -3.4588 -3.9501 -1.5129 0.0 0.0 0.0
H -5.9161 -3.9349 -1.4475 0.0 0.0 0.0
H -7.1205 -2.2317 -0.1248 0.0 0.0 0.0
H -5.8481 -0.5264 1.1414 0.0 0.0 0.0
H -3.3844 -0.5261 1.0612 -0.2 -0.1 0.0
H 0.6943 -3.9413 0.4915 0.0 0.0 0.0
H 1.9376 -5.5856 -0.8512 0.0 0.0 0.0
H 1.2353 -6.0827 -3.1705 0.0 0.0 0.0
H -0.6902 -4.8944 -4.1559 0.0 0.0 0.0
H -1.8906 -3.1887 -2.8458 0.0 0.0 -0.1
F 1.1283 0.5600 -2.7209 2.9 -3.0 -0.8
B 0.5551 -0.7018 -3.0940 1.0 -0.9 0.2
F -0.8140 -0.5462 -2.7034 2.8 -5.6 0.7
F 0.7450 -1.0628 -4.3696 -0.1 0.1 -0.1
F 1.0912 -1.6187 -2.1423 -0.3 0.1 -0.4
```
Positions in Å, forces in eV/Å.

The molecular weight is 968.46 g/mol. The HOMO energy comes out at -9.94 eV. The orbital gap is 6.98 eV. As for the charge: +1.

Record 2
Here is C34H38N5O5P2S4Tl as an isolated structure at a distorted geometry from OMol25. Energies are from ωB97M-V/def2-TZVPD.

Geometry as XYZ:
```
89
Properties=species:S:1:pos:R:3:forces:R:3
Tl 0.9385 0.0486 -0.8772 0.0 0.2 0.4
C -6.9015 1.7622 0.1019 0.0 0.0 0.0
C -5.4088 1.8852 0.0695 0.1 0.0 0.1
C -4.7644 2.8164 0.8770 0.0 -0.1 0.0
C -3.3961 3.0035 0.7921 0.1 0.1 0.1
C -2.6638 2.2424 -0.0972 0.6 0.2 -0.1
C -3.2752 1.2806 -0.8789 0.0 -0.1 -0.1
C -4.6459 1.1105 -0.7977 0.1 0.0 0.1
S -0.9259 2.5604 -0.3789 -0.1 0.3 0.5
O -0.6374 2.0958 -1.7105 -0.5 0.1 0.1
O -0.6578 3.9516 -0.0945 -0.3 -0.1 0.3
N -0.0676 1.5729 0.5695 -0.2 -0.4 -2.1
C 0.1489 1.6488 1.8893 0.0 0.6 1.1
C -0.2776 2.6872 2.7058 0.1 -0.3 -0.4
C -0.0261 2.6699 4.0751 0.2 -0.3 0.5
C 0.6156 1.6135 4.6742 -0.2 0.3 0.1
C 1.0610 0.5355 3.8891 0.1 0.0 -0.5
C 1.6974 -0.6024 4.4243 0.0 -0.1 -0.2
C 2.0949 -1.6178 3.5963 -0.1 0.2 0.2
C 1.9003 -1.4709 2.2152 -0.1 0.0 0.0
N 1.3389 -0.4155 1.6876 0.1 -0.1 -0.3
C 0.8785 0.5633 2.4790 -0.2 0.4 0.9
H -7.2892 1.9992 1.0892 -0.1 0.0 0.1
H -7.2209 0.7605 -0.1702 -0.1 -0.1 0.0
H -7.3372 2.4622 -0.6113 -0.1 0.0 0.0
H -5.3441 3.4192 1.5602 -0.1 0.1 0.1
H -2.9025 3.7584 1.3818 0.0 0.1 0.1
H -2.6744 0.7021 -1.5643 0.0 -0.1 -0.2
H -5.1306 0.3884 -1.4380 -0.1 -0.1 0.0
H -0.7899 3.5172 2.2479 0.0 0.1 0.0
H -0.3570 3.5070 4.6733 0.0 0.0 0.1
H 0.7865 1.5897 5.7421 0.0 0.0 0.0
H 1.8447 -0.6562 5.4927 0.1 -0.1 0.1
H 2.5692 -2.5033 3.9898 0.0 -0.1 0.0
H 2.2097 -2.2331 1.5163 0.1 -0.1 -0.1
C 5.2168 -0.0620 -1.2812 -0.4 0.0 0.1
P 3.8132 0.0880 -0.0886 0.8 0.4 0.3
C 4.7165 -0.3621 1.4629 -0.3 -0.1 -0.3
C 3.7236 1.9167 0.2062 0.0 -0.2 0.0
C 3.6427 2.7090 -1.0874 -0.3 -0.1 -0.2
P 2.2904 2.0983 -2.2849 1.0 0.8 0.6
C 1.4946 3.7114 -2.5792 -0.1 -0.2 0.0
C 3.3557 1.9690 -3.7865 -0.2 -0.1 0.2
H 5.6345 -1.0637 -1.1739 0.0 0.0 0.0
H 5.9964 0.6749 -1.0898 0.0 0.0 0.0
H 4.8313 0.0447 -2.2916 0.1 0.0 -0.1
H 5.7094 0.0872 1.4651 0.0 0.1 0.0
H 4.8088 -1.4446 1.5235 0.1 -0.1 0.1
H 4.1515 -0.0072 2.3217 0.0 0.0 0.1
H 4.5936 2.2352 0.7944 -0.1 -0.1 0.0
H 2.8236 2.0880 0.8083 0.1 0.0 0.1
H 4.6009 2.6551 -1.6065 0.0 0.1 0.0
H 3.4471 3.7564 -0.8503 0.0 0.0 -0.1
H 2.2652 4.4114 -2.9066 0.0 0.0 0.0
H 1.0225 4.0752 -1.6701 0.1 0.1 0.0
H 0.7332 3.5774 -3.3392 -0.1 0.1 -0.1
H 4.0821 2.7807 -3.7784 0.0 0.0 0.1
H 2.7071 2.0433 -4.6531 0.1 0.1 0.0
H 3.8614 1.0100 -3.8300 0.0 -0.1 0.0
N -1.8472 -3.7144 0.0736 0.4 -0.2 -0.3
C -3.0782 -3.4112 0.6593 -0.5 0.1 0.3
C -4.1320 -4.3019 0.5352 0.1 0.1 0.0
C -5.3441 -4.0504 1.1650 0.1 0.0 -0.1
C -5.5093 -2.9004 1.9090 0.0 0.1 0.1
C -4.4693 -1.9836 2.0079 0.1 -0.1 -0.1
C -3.2604 -2.2382 1.3925 0.5 0.2 -0.2
S -1.9237 -1.0484 1.4960 -0.7 -0.2 0.5
N -0.8014 -1.6386 0.4240 0.1 -0.6 -0.6
C -0.8431 -2.7942 -0.1176 -0.4 0.5 0.5
C 0.2880 -3.1974 -0.9761 0.5 -0.7 -0.6
C 0.1875 -4.2229 -1.9157 0.0 0.2 0.3
C 1.3012 -4.5600 -2.6647 0.2 0.1 0.1
C 2.4984 -3.9090 -2.4216 -0.2 -0.1 0.0
C 2.5016 -2.8834 -1.4898 0.1 -0.3 -0.1
N 1.4318 -2.5284 -0.8045 -0.3 0.0 0.3
H -1.8098 -4.5762 -0.4484 0.1 0.2 0.1
H -3.9947 -5.1977 -0.0536 0.0 -0.1 0.0
H -6.1492 -4.7605 1.0655 -0.1 -0.1 0.0
H -6.4399 -2.7045 2.4158 -0.1 0.0 0.0
H -4.5838 -1.0737 2.5739 -0.1 0.2 0.1
H -0.7523 -4.7133 -2.1121 -0.1 0.0 0.0
H 1.2309 -5.3145 -3.4348 0.0 -0.1 0.0
H 3.3939 -4.1593 -2.9649 0.1 0.0 -0.1
H 3.3933 -2.3078 -1.2853 0.1 0.0 -0.1
O 2.0547 -0.7537 -3.0690 0.4 0.1 0.0
S 0.8793 -0.2481 -3.8028 -0.3 -0.6 -1.5
O 0.8442 1.2174 -3.8113 -0.3 -0.2 -0.3
O 0.7294 -0.8313 -5.1068 -0.1 -0.1 -0.1
S -0.7076 -0.8365 -2.6446 0.3 0.2 0.4
```
Positions in Å, forces in eV/Å.

The molecular weight is 991.31 g/mol. The HOMO energy comes out at -7.46 eV. The orbital gap is 6.68 eV. As for the charge: 0.

Across the entries above, ΔE to the lowest compared entry with this formula, charge and spin takes the values 4.6236 1.5923 eV, respectively.
Across the entries above, E_LUMO takes the values -2.9518 -0.7805 eV, respectively.